DFT (ωB97M-V/def2-TZVPD) results for a single C3H7N3O molecule.

Last column: Löwdin charge in e.
Element x y z (Å)
H1 0.51604 2.35950 3.35526  0.038
N1 0.15210 1.47850 3.00079  0.078
C1 0.15554 1.48705 1.73035  -0.280
N2 -0.32137 0.38907 1.03005  0.088
C2 0.01840 0.17311 -0.30305  -0.553
O1 0.69024 0.95137 -0.95497  0.066
N3 -0.43581 -1.03992 -0.77602  -0.008
C3 0.06106 -1.49131 -2.06454  -0.089
H2 0.50244 2.28601 1.07049  0.128
H3 -0.54863 -0.41606 1.60022  0.142
H4 -1.38283 -1.29835 -0.53274  0.132
H5 1.13347 -1.70835 -1.97417  0.090
H6 -0.08347 -0.74886 -2.86266  0.086
H7 -0.45718 -2.42176 -2.31900  0.083

Properties
* net charge: 0
* Kohn-Sham gap: 10.52 eV
* SMILES: [H]/N=C/NC(=O)NC

=====

DFT (ωB97M-V/def2-TZVPD) results for a single C3H7N3O molecule.

Last column: Löwdin charge in e.
Element x y z (Å)
C1 -2.49957 -0.29232 0.38967  -0.120
N1 -1.15883 -1.08237 0.59112  -0.031
C2 -0.04179 -0.70867 -0.27812  -0.497
O1 0.15219 -1.29726 -1.31313  0.109
N2 0.68858 0.34508 0.19301  0.113
C3 1.81242 0.82610 -0.48099  -0.254
N3 2.48364 1.77052 0.02473  0.098
H1 -2.64084 -0.38137 -0.69926  -0.017
H2 -2.18899 0.75037 0.57546  -0.031
H3 -1.36817 -2.05854 0.38449  0.150
H4 -0.92029 -1.02152 1.58075  0.145
H5 0.40854 0.85518 1.02093  0.153
H6 2.00002 0.29287 -1.41469  0.133
H7 3.27308 2.00191 -0.57397  0.050

Properties
* net charge: 0
* Kohn-Sham gap: 7.67 eV

=====

DFT (ωB97M-V/def2-TZVPD) results for a single C3H7N3O molecule.

Last column: Löwdin charge in e.
Element x y z (Å)
N1 -1.96453 1.39119 -0.95423  0.145
C1 -1.41264 0.43565 -0.42404  -0.142
C2 -0.76454 -0.41238 0.32329  -0.292
O1 -1.32270 -1.50732 0.95880  0.033
C3 0.75130 -0.31400 0.49534  -0.438
N2 1.09501 0.98370 1.01923  0.054
N3 1.50427 -0.62625 -0.71424  0.043
H1 -2.12978 1.38028 -1.95819  0.064
H2 -2.28206 -1.42808 0.96081  0.105
H3 1.01814 -1.06752 1.24545  0.144
H4 0.82865 1.71523 0.36847  0.068
H5 2.09685 1.03633 1.16400  0.076
H6 1.24220 -0.00561 -1.47436  0.068
H7 1.33983 -1.58123 -1.01033  0.073

Properties
* net charge: 0
* Kohn-Sham gap: 8.72 eV
* SMILES: N=C=C(O)C(N)N

=====

DFT (ωB97M-V/def2-TZVPD) results for a single C3H7N3O molecule.

Last column: Löwdin charge in e.
Element x y z (Å)
C1 -2.05621 0.38250 -0.06531  -0.042
C2 -0.58937 0.17869 0.10065  -0.355
C3 0.15374 -1.02644 0.29960  -0.173
O1 -0.31956 -2.26467 -0.00502  0.032
N1 0.33258 1.11231 -0.08946  0.033
N2 1.38897 0.36286 -0.46193  -0.134
N3 2.55149 0.79365 0.14445  0.014
H1 -2.28603 1.44843 -0.01649  0.078
H2 -2.62239 -0.13341 0.71299  0.078
H3 -2.41296 0.02226 -1.03738  0.078
H4 0.80658 -1.09941 1.15984  0.128
H5 -0.67929 -2.27213 -0.90140  0.111
H6 2.42212 1.64483 0.68254  0.076
H7 3.31032 0.85051 -0.52308  0.075

Properties
* net charge: 0
* Kohn-Sham gap: 8.77 eV
* SMILES: CC(=C\O)/N=N/N

=====

DFT (ωB97M-V/def2-TZVPD) results for a single C3H7N3O molecule.

Last column: Löwdin charge in e.
Element x y z (Å)
H1 2.40508 3.37855 0.17067  0.037
N1 2.04051 2.59064 0.70068  0.074
C1 1.38293 1.82210 -0.06710  -0.281
N2 0.79213 0.67867 0.43957  0.091
C2 -0.05273 -0.11975 -0.32679  -0.551
O1 -0.25262 0.09886 -1.51003  0.049
N3 -0.61477 -1.15473 0.36536  0.007
C3 -1.64302 -1.98052 -0.23081  -0.073
H2 1.20332 1.94106 -1.13753  0.128
H3 0.91138 0.53073 1.43230  0.140
H4 -0.45811 -1.22738 1.35795  0.131
H5 -1.69189 -1.72458 -1.28984  0.083
H6 -2.62158 -1.79056 0.22569  0.084
H7 -1.40063 -3.04309 -0.13013  0.082

Properties
* net charge: 0
* Kohn-Sham gap: 10.39 eV
* SMILES: [H]/N=C/NC(=O)NC

=====

DFT (ωB97M-V/def2-TZVPD) results for 2 unconnected molecules or ions with the total composition C3H7N3O2.

Last column: Löwdin charge in e.
Element x y z (Å)
C1 -0.44285 1.82571 -0.30448  -0.111
C2 -0.73262 0.52967 0.18576  -0.537
C3 1.27834 -0.12323 1.09209  -0.165
H1 -0.59119 2.48592 0.43748  0.048
H2 0.65170 2.22245 -0.74226  0.177
H3 -1.29128 2.04206 -1.02834  0.128
H4 -1.41893 -1.73543 0.74692  0.202
H5 1.99963 -0.22875 1.90484  0.124
H6 2.73088 -0.76051 0.17540  0.135
H7 0.03584 0.48218 -1.34016  0.352
N1 -1.69363 -0.09442 -0.49212  0.015
N2 -0.01688 0.01378 1.23266  0.096
N3 1.94782 -0.11156 -0.14421  -0.174
O1 -2.09592 -1.26440 0.00450  -0.055
O2 1.54653 -0.80503 -1.27554  -0.233

Properties
* net charge: 0
* Kohn-Sham gap: 7.67 eV

=====

DFT (ωB97M-V/def2-TZVPD) results for a single C3H7N3O2 molecule.

Last column: Löwdin charge in e.
Element x y z (Å)
C1 1.56358 0.62305 0.63087  -0.044
C2 0.47178 -0.28588 0.11269  -0.272
N1 -0.06501 -1.14312 1.13023  0.003
N2 -1.21004 -1.74849 0.99112  -0.046
O1 -1.76398 -1.53017 -0.10427  -0.072
C3 -0.86184 0.55382 -0.42682  -0.544
N3 -0.94463 0.64534 -1.77403  0.160
O2 -1.46757 1.24803 0.34846  0.064
H1 1.95235 1.22926 -0.18471  0.087
H2 2.38759 0.04876 1.05591  0.080
H3 1.16080 1.29315 1.38961  0.088
H4 0.77712 -0.89557 -0.74187  0.134
H5 0.31820 -1.12907 2.06509  0.151
H6 -0.62087 -0.11290 -2.34894  0.099
H7 -1.69750 1.20381 -2.14334  0.112

Properties
* net charge: 0
* Kohn-Sham gap: 10.26 eV
* SMILES: C[C@@H](NN=O)C(N)=O

=====

DFT (ωB97M-V/def2-TZVPD) results for a single C3H7N3O2 molecule.

Last column: Löwdin charge in e.
Element x y z (Å)
H1 2.75846 -1.39808 0.49281  0.082
N1 1.76556 -1.43083 0.30249  0.125
C1 1.17885 -0.32360 0.33144  -0.397
N2 1.69116 0.88185 0.71074  0.162
C2 -0.24608 -0.27256 -0.11922  -0.306
N3 -0.97057 -1.20344 -0.61852  0.079
O1 -0.41856 -2.48760 -0.51167  -0.090
O2 -0.68907 1.02716 -0.18224  -0.155
C3 -2.06610 1.24693 -0.54317  -0.061
H2 0.98700 1.61029 0.83903  0.112
H3 2.59929 0.90201 1.04863  0.082
H4 0.46677 -2.40951 0.01146  0.056
H5 -2.58328 0.71980 0.30605  0.102
H6 -2.32029 0.73902 -1.51077  0.093
H7 -2.15314 2.39858 -0.55705  0.117

Properties
* net charge: 0
* Kohn-Sham gap: 9.66 eV
* SMILES: [H]/N=C(N)/C(=N\O)OC

=====

DFT (ωB97M-V/def2-TZVPD) results for a molecular structure, C3H7N3O2.

Last column: Löwdin charge in e.
Element x y z (Å)
C1 1.35650 2.28410 0.19163  -0.163
C2 0.29273 0.43645 -0.05740  -0.410
C3 -1.10939 -1.68509 -0.31348  -0.766
H1 2.13849 1.78870 -0.42644  0.102
H2 1.39158 3.49846 -0.06498  0.155
H3 1.33969 2.04826 1.35329  0.141
H4 -1.27374 0.20480 -1.44781  0.218
H5 -0.20644 -2.87970 1.47775  0.258
H6 0.90158 -1.45184 0.37725  0.189
H7 -2.95455 -1.38131 -0.78007  0.058
N1 -0.80411 -0.40721 -0.61373  0.117
N2 -0.16384 -2.19222 0.37080  0.033
N3 -2.34457 -2.10928 -0.22324  0.057
O1 0.23069 1.82732 -0.41816  -0.057
O2 1.20539 0.01856 0.57459  0.068

Properties
* net charge: 0
* Kohn-Sham gap: 8.76 eV

=====

DFT (ωB97M-V/def2-TZVPD) results for a single C3H7N3O2 molecule.

Last column: Löwdin charge in e.
Element x y z (Å)
H1 -2.43580 1.12207 -0.89942  0.032
N1 -1.43052 0.97800 -0.83592  0.060
C1 -1.36066 -0.19086 -0.18679  -0.429
N2 -2.63947 -0.73570 0.20384  0.018
C2 -0.10885 -0.53554 0.54810  -0.131
N3 0.97386 0.36295 0.29052  -0.211
O1 1.06445 1.74644 0.39745  -0.081
C3 2.06846 -0.29267 -0.25704  -0.288
O2 1.96987 -1.48885 -0.46117  -0.013
H2 -2.63676 -1.54951 0.86397  0.087
H3 -3.73072 -0.52907 -0.16758  0.192
H4 -0.68951 -0.09519 1.46584  0.156
H5 0.29114 -1.64559 1.05091  0.222
H6 -0.01440 2.13056 0.13012  0.218
H7 3.02074 0.38366 -0.16887  0.169

Properties
* net charge: 0
* Kohn-Sham gap: 9.25 eV
* SMILES: [H]/N=C(\N)CN(O)C=O

=====

DFT (ωB97M-V/def2-TZVPD) results for a molecular structure, C3H7N3O2.

Last column: Löwdin charge in e.
Element x y z (Å)
C1 0.14094 -0.15841 -0.95595  -0.612
C2 0.84423 0.43174 1.38132  -0.230
C3 -0.22805 -0.42440 2.15300  -0.107
H1 -1.90619 1.19675 -1.61935  0.175
H2 -0.87626 -0.16630 -2.78575  0.145
H3 -1.08797 -1.87529 -1.14519  0.198
H4 1.50808 1.61198 -0.43051  0.220
H5 1.80198 -0.48649 1.64408  0.185
H6 0.96190 1.57400 1.69332  0.126
H7 -1.41425 0.49156 2.10349  0.209
N1 -0.25814 0.51174 -2.19062  -0.071
N2 0.08246 -1.39085 -0.53443  0.096
N3 0.68570 0.83050 -0.15395  -0.024
O1 -0.96937 1.72320 -1.82843  -0.132
O2 0.08185 -1.86064 2.48126  -0.177

Properties
* net charge: 0
* Kohn-Sham gap: 8.63 eV

=====

DFT (ωB97M-V/def2-TZVPD) results for 3 unconnected molecules or ions with the total composition C3H7N3O2.

Last column: Löwdin charge in e.
Element x y z (Å)
C1 1.95478 1.19009 -0.98785  -0.089
C2 0.11579 0.36633 -0.09903  -0.470
C3 -1.13542 0.80993 0.71134  -0.545
H1 1.85411 0.83155 -2.10211  0.138
H2 2.58179 0.72008 -0.27214  0.073
H3 2.50647 2.23261 -0.95949  0.126
H4 -1.08711 -2.54780 -0.69502  0.147
H5 0.64919 -2.74536 0.09255  0.118
H6 -1.77687 -1.18785 1.33189  0.232
H7 -3.04815 -0.09863 1.84881  0.252
N1 0.36896 -0.79116 -0.48755  0.062
N2 -0.31480 -2.13351 0.12512  -0.067
N3 -1.51855 0.22782 1.85777  0.035
O1 0.68935 1.43213 -0.46632  -0.028
O2 -1.83954 1.69379 0.10203  0.013

Properties
* net charge: 0
* Kohn-Sham gap: 8.57 eV

=====

DFT (ωB97M-V/def2-TZVPD) results for a single C3H7N3O2 molecule.

Last column: Löwdin charge in e.
Element x y z (Å)
H1 1.47964 -0.19618 2.63997  0.050
N1 0.87783 0.35739 2.03653  0.131
C1 0.52762 -0.28180 0.99631  -0.478
N2 0.64702 -1.62049 0.74894  0.115
N3 -0.81947 0.41200 0.37014  0.069
C2 -1.36569 -0.05514 -0.91858  -0.029
C3 -0.09513 0.67796 -1.16888  -0.566
O1 1.08460 0.16743 -0.94087  -0.080
O2 -0.19216 1.85121 -1.85291  0.091
H2 1.03381 -1.82774 -0.16269  0.092
H3 1.03121 -2.16889 1.50365  0.097
H4 -1.29666 1.13414 0.89879  0.140
H5 -2.26968 0.47356 -1.21184  0.128
H6 -1.35347 -1.13378 -1.04949  0.115
H7 0.71052 2.21033 -1.88906  0.126

Properties
* net charge: 0
* Kohn-Sham gap: 9.90 eV
* SMILES: [H]/N=C(\N)[N@@H+]1C[C@@]1([O-])O

=====

DFT (ωB97M-V/def2-TZVPD) results for a single C3H7N3O2 molecule.

Last column: Löwdin charge in e.
Element x y z (Å)
N1 2.64981 -0.57189 0.40872  0.164
C1 1.36384 -0.15173 0.60379  -0.498
O1 0.94784 0.22175 1.69941  0.056
C2 0.33409 -0.64474 -0.41305  -0.175
N2 -0.99079 -0.78648 -0.04592  0.050
C3 -1.98985 0.17133 -0.13561  -0.469
N3 -1.77003 1.64647 -0.30270  0.170
O2 -3.15559 -0.08772 0.18353  0.004
H1 3.22681 -0.16137 1.09500  0.091
H2 3.12557 -0.78462 -0.43526  0.095
H3 0.64102 -1.53214 -0.98202  0.132
H4 0.38102 0.15408 -1.17849  0.133
H5 -1.30609 -1.66554 0.40511  0.176
H6 -0.90765 2.01634 -0.43716  0.022
H7 -2.55000 2.17626 -0.46535  0.048

Properties
* net charge: 0
* Kohn-Sham gap: 10.08 eV
* SMILES: NC(=O)CNC(N)=O

=====

DFT (ωB97M-V/def2-TZVPD) results for a single C3H7N3O2 molecule.

Last column: Löwdin charge in e.
Element x y z (Å)
H1 1.98766 -1.23434 -0.65892  0.091
N1 1.03691 -0.80850 -0.38203  0.128
C1 1.34711 0.37276 0.05238  -0.587
N2 2.44488 0.96429 0.63405  0.065
N3 0.31060 1.28815 0.23336  0.022
O1 -0.99019 0.92668 -0.38813  -0.036
C2 -1.36941 -0.33179 0.22811  -0.473
C3 -2.26836 -1.12675 -0.79499  0.018
O2 -1.26515 -0.72058 1.37985  0.076
H2 2.59946 2.16824 0.58735  0.217
H3 3.26794 0.46848 1.02752  0.100
H4 0.15391 1.69535 1.20560  0.166
H5 -1.45071 -1.55318 -1.37555  0.075
H6 -2.83667 -0.34958 -1.38017  0.094
H7 -2.96798 -1.75922 -0.36843  0.046

Properties
* net charge: 0
* Kohn-Sham gap: 10.07 eV
* SMILES: [H]/N=C(\N)NOC(C)=O

=====

DFT (ωB97M-V/def2-TZVPD) results for a gas-phase ion, C3H7N3O2PS (charge -1).

Last column: Löwdin charge in e.
Element x y z (Å)
C1 -2.07890 1.60594 2.15827  -0.176
N1 -2.07286 0.98372 0.83845  -0.077
N2 -0.94772 0.63870 0.43056  -0.309
N3 -0.41448 0.77339 -0.67058  0.044
C2 0.52786 -0.26947 -1.22022  -0.345
C3 1.58392 0.20683 -2.09876  -0.202
P1 1.00972 -1.57294 0.02508  0.020
O1 2.46084 -1.84175 -0.05976  -0.429
O2 0.37423 -2.94905 -0.42766  -0.221
S1 0.31771 -0.99979 1.81849  0.292
H1 -1.73857 0.81228 2.93350  0.059
H2 -3.12388 1.94853 2.54115  0.079
H3 -1.40947 2.46403 2.22230  0.052
H4 2.54160 -0.34179 -2.03127  0.063
H5 1.66114 1.29542 -2.15745  0.058
H6 1.58903 0.02106 -3.22584  0.067
H7 -0.28018 -2.77509 -1.07624  0.026

Properties
* net charge: -1
* Kohn-Sham gap (alpha / beta): 6.85 / 6.85 eV
* SMILES: C/N=N/N=C(/C)[P@]([O-])(O)=S

=====

DFT (ωB97M-V/def2-TZVPD) results for a single C3H7N3O2S molecule.

Last column: Löwdin charge in e.
Element x y z (Å)
C1 -0.04056 1.55696 0.41989  -0.081
C2 1.01709 0.77780 -0.43829  -0.318
C3 2.39511 0.87492 -0.04986  -0.244
N1 3.54679 0.84341 0.17516  0.174
S1 0.46040 -1.06885 -0.02374  0.730
O1 0.33091 -1.11950 1.41809  -0.309
O2 1.26927 -1.95937 -0.85421  -0.311
N2 -1.11114 -1.01919 -0.78563  -0.187
N3 -2.23523 -1.11227 0.08496  0.009
H1 -0.99696 1.25645 -0.07232  0.059
H2 -0.21612 1.12576 1.41704  0.078
H3 0.06273 2.65416 0.37297  0.092
H4 1.00203 0.70479 -1.56495  0.147
H5 -1.11621 -1.71747 -1.44133  0.053
H6 -1.98721 -1.60523 0.91079  0.058
H7 -2.38091 -0.19237 0.43141  0.050

Properties
* net charge: 0
* Kohn-Sham gap: 11.08 eV
* SMILES: C[C@@H](C#N)S(=O)(=O)NN

=====

Quick rundown of max |F|, same order as above: 0.5; 0.6; 0.8; 0.7; 0.4; 6.2; 2.7; 2.6; 11.3; 5.1; 11.2; 9.0; 3.9; 6.4; 5.3; 6.6; 3.7 eV/Å
Quick rundown of E_tot, same order as above: -358.0427; -357.9214; -357.9530; -357.8942; -358.0461; -432.9047; -433.2023; -433.1812; -433.0964; -433.0798; -432.8510; -432.9379; -433.1713; -433.2696; -433.1573; -1172.7744; -831.3558 Ha